Record 1
The following is a quantum chemistry calculation of a 5-piece molecular cluster, C21H50N2O5 overall, from the Open Molecules 2025 dataset.

Structure (ORCA input):
```
! RIJCOSX wB97M-V def2-TZVPD def2/J DEFGRID3
* xyz 0 1
C 0.78 -0.66 0.77
O 1.97 -0.50 1.55
H 0.95 -1.57 0.19
H -0.04 -0.73 1.49
H 0.59 0.17 0.09
H 2.24 -1.34 1.93
C 3.99 -2.20 2.95
O 3.32 -3.04 2.08
H 4.76 -2.74 3.52
H 4.44 -1.39 2.39
H 3.26 -1.73 3.61
H 3.06 -3.84 2.54
C 0.57 2.31 3.81
O 1.18 1.14 4.14
H 1.20 3.03 3.28
H -0.39 2.07 3.35
H 0.25 2.82 4.71
H 1.40 0.63 3.36
C 4.59 -2.59 -3.55
C 3.38 -2.17 -2.66
C 2.12 -1.87 -3.50
C 1.34 -3.13 -3.89
C 1.09 -4.01 -2.65
C 2.28 -4.37 -1.80
N 3.12 -3.16 -1.57
O 4.16 -3.46 -0.64
C 1.60 -4.72 -0.43
C 3.04 -5.54 -2.48
C 3.75 -0.83 -1.97
H 4.75 -1.83 -4.32
H 4.45 -3.47 -4.18
H 5.55 -2.62 -3.04
H 1.42 -1.28 -2.91
H 2.43 -1.46 -4.46
H 1.88 -3.76 -4.61
H 0.43 -2.86 -4.42
H 0.56 -4.92 -2.96
H 0.32 -3.48 -2.10
H 1.00 -3.86 -0.14
H 0.89 -5.54 -0.51
H 2.36 -5.06 0.28
H 3.75 -5.87 -1.72
H 2.39 -6.40 -2.66
H 3.62 -5.21 -3.34
H 2.90 -0.53 -1.37
H 3.95 -0.07 -2.73
H 4.59 -0.86 -1.28
H 3.85 -3.02 0.16
C -4.59 3.92 3.40
C -4.47 3.98 1.89
C -3.51 5.12 1.64
C -3.01 5.26 0.18
C -2.41 3.92 -0.38
C -3.29 2.71 -0.04
N -3.81 2.79 1.37
O -4.42 1.65 1.84
C -4.38 2.62 -1.14
C -2.29 1.49 -0.12
C -5.92 4.22 1.38
H -4.95 4.89 3.71
H -3.59 3.92 3.84
H -5.16 3.05 3.73
H -3.94 6.08 1.91
H -2.62 5.03 2.27
H -2.28 6.07 0.17
H -3.86 5.57 -0.43
H -1.41 3.77 0.01
H -2.30 4.03 -1.46
H -3.85 2.40 -2.06
H -4.87 1.70 -0.82
H -5.07 3.47 -1.20
H -1.85 1.30 -1.09
H -1.54 1.58 0.66
H -2.86 0.58 0.06
H -5.95 4.80 0.45
H -6.50 4.85 2.04
H -6.50 3.30 1.26
H -3.91 1.43 2.62
*
```

SMILES	CC1(C)CCCC(C)(C)N1O.CC1(C)CCCC(C)(C)N1O.CO.CO.CO
frontier orbital gap	8.453	eV
relative energy (zero: lowest compared OMol25 entry of this formula, charge and spin)	2.402	eV

Results of the Löwdin charge analysis, in e, for atoms 1 through 6: -0.11 -0.15 0.06 0.08 0.07 0.02

---

Record 2
The following is a quantum chemistry calculation of a 7-piece molecular cluster, C21H51F2O26P5 overall, from the Open Molecules 2025 dataset.

Structure (ORCA input):
```
! RIJCOSX wB97M-V def2-TZVPD def2/J DEFGRID3
* xyz 0 1
C -6.44 -1.46 2.11
C -5.84 -0.09 1.65
O -6.86 0.76 2.19
C -8.01 0.12 2.41
O -9.02 0.66 2.67
O -7.82 -1.16 2.20
F -5.66 -0.07 0.37
H -6.09 -1.73 3.10
H -6.17 -2.20 1.36
H -4.88 0.01 2.16
C 0.98 2.40 0.44
C 2.17 2.76 -0.49
O 2.41 1.56 -1.29
C 1.98 0.60 -0.54
O 2.14 -0.55 -0.91
O 1.34 1.02 0.57
F 3.28 3.05 0.20
H -0.03 2.59 0.08
H 0.95 2.87 1.42
H 2.01 3.47 -1.30
C -1.44 7.25 -8.98
O -1.51 6.94 -7.59
P -2.71 7.49 -6.61
O -2.71 6.97 -5.26
O -2.58 9.07 -6.71
C -1.28 9.76 -6.62
O -4.13 7.26 -7.38
C -5.32 7.17 -6.67
H -2.34 7.00 -9.54
H -0.71 6.53 -9.36
H -1.22 8.30 -9.15
H -0.45 9.14 -6.29
H -1.29 10.59 -5.92
H -1.05 10.07 -7.64
H -5.87 6.28 -6.99
H -5.90 7.99 -7.10
H -5.21 7.40 -5.61
C -4.59 10.64 7.36
O -3.23 10.68 7.02
P -2.53 12.00 6.26
O -3.54 12.76 5.42
O -1.78 12.75 7.47
C -0.83 12.03 8.29
O -1.36 11.41 5.37
C -1.27 10.07 5.03
H -5.05 11.57 7.02
H -4.80 10.74 8.42
H -5.10 9.80 6.89
H -0.07 12.73 8.63
H -0.39 11.16 7.80
H -1.29 11.77 9.24
H -1.80 9.94 4.08
H -1.59 9.34 5.77
H -0.30 9.73 4.68
C 10.03 -12.61 -4.20
O 9.63 -11.65 -3.24
P 8.05 -11.33 -3.02
O 7.09 -11.34 -4.18
O 7.67 -12.40 -1.80
C 7.62 -13.74 -2.26
O 8.02 -9.97 -2.20
C 8.29 -8.81 -2.95
H 10.46 -13.55 -3.87
H 10.85 -12.09 -4.71
H 9.30 -12.72 -5.01
H 7.61 -14.28 -1.32
H 8.48 -14.11 -2.82
H 6.70 -13.93 -2.82
H 9.27 -8.33 -2.90
H 7.52 -8.15 -2.56
H 8.01 -9.03 -3.98
C 0.15 -2.03 8.04
O -0.53 -2.11 9.21
P -2.18 -2.03 9.27
O -2.75 -1.28 8.09
O -2.49 -3.58 9.34
C -3.85 -3.96 9.03
O -2.57 -1.59 10.77
C -1.91 -2.23 11.87
H -0.47 -1.66 7.23
H 0.54 -3.02 7.82
H 0.93 -1.26 8.08
H -3.71 -4.79 8.34
H -4.55 -3.25 8.59
H -4.30 -4.38 9.93
H -2.68 -2.73 12.46
H -1.32 -1.58 12.51
H -1.23 -3.07 11.68
C 3.17 -4.41 -7.04
O 3.17 -5.80 -7.41
P 1.79 -6.58 -7.59
O 2.07 -7.97 -7.93
O 1.00 -6.34 -6.19
C 0.88 -7.31 -5.20
O 0.82 -5.73 -8.64
C -0.06 -4.68 -8.31
H 3.95 -4.02 -6.38
H 2.34 -4.19 -6.37
H 2.93 -3.77 -7.88
H 1.05 -6.80 -4.25
H 1.40 -8.27 -5.19
H -0.20 -7.46 -5.18
H -1.00 -5.07 -7.93
H -0.27 -4.02 -9.15
H 0.04 -3.92 -7.54
*
```

SMILES	O=C1OC[C@@H](F)O1.O=C1OC[C@@H](F)O1.COP(=O)(OC)OC.COP(=O)(OC)OC.COP(=O)(OC)OC.COP(=O)(OC)OC.COP(=O)(OC)OC
frontier orbital gap	10.772	eV
relative energy (zero: lowest compared OMol25 entry of this formula, charge and spin)	6.191	eV

Results of the Löwdin charge analysis, in e, for atoms 1 through 6: -0.04 -0.34 0.14 -0.62 0.20 0.09

---

Record 3
The following is a quantum chemistry calculation of a 3-piece molecular cluster, C21H51FNO8P3S overall, from the Open Molecules 2025 dataset.

Structure (ORCA input):
```
! RIJCOSX wB97M-V def2-TZVPD def2/J DEFGRID3
* xyz 0 1
C -7.73 -1.95 1.37
C -7.24 -3.41 0.76
C -5.84 -3.32 -0.11
N -5.71 -1.96 -0.82
P -4.02 -1.40 -0.68
C -3.76 0.31 -1.56
C -4.99 0.74 -2.55
C -5.17 -0.18 -3.89
S -3.60 -0.72 -4.73
C -3.72 -1.08 1.19
C -2.17 -0.67 1.56
C -1.11 -1.92 1.23
F -2.13 -0.48 3.06
H -8.19 -2.15 2.45
H -8.58 -1.47 0.68
H -6.81 -1.22 1.52
H -7.07 -4.12 1.70
H -8.11 -3.88 0.10
H -4.89 -3.58 0.55
H -5.95 -4.12 -0.98
H -5.85 -2.17 -1.83
H -3.76 1.10 -0.67
H -2.68 0.38 -2.04
H -5.99 0.61 -1.92
H -4.90 1.90 -2.80
H -5.76 0.50 -4.68
H -5.85 -1.13 -3.75
H -2.44 -0.22 -4.12
H -4.40 -0.21 1.64
H -3.99 -2.04 1.83
H -1.81 0.35 1.09
H -1.63 -2.88 1.68
H -0.95 -1.98 0.06
H -0.11 -1.71 1.80
O -0.88 3.36 -2.31
P 0.23 4.15 -1.58
O 0.68 4.98 -2.94
C -0.29 5.80 -3.58
C -0.52 7.08 -2.80
O 1.33 2.90 -1.66
C 0.91 1.57 -1.43
C 0.84 0.83 -2.76
O 1.47 5.03 -0.76
C 2.80 5.13 -1.27
C 3.08 6.55 -1.72
H -1.23 5.26 -3.72
H 0.10 6.05 -4.58
H -0.86 6.86 -1.78
H -1.28 7.70 -3.30
H 0.40 7.66 -2.72
H -0.05 1.54 -0.90
H 1.65 1.09 -0.79
H 0.17 1.32 -3.47
H 0.49 -0.20 -2.61
H 1.82 0.79 -3.23
H 2.99 4.44 -2.10
H 3.48 4.87 -0.46
H 2.57 6.77 -2.66
H 4.15 6.70 -1.88
H 2.72 7.28 -0.98
O 6.00 -2.82 0.77
P 4.93 -3.27 1.79
O 4.92 -1.80 2.57
C 4.57 -0.65 1.84
C 3.07 -0.59 1.59
O 6.02 -4.07 2.76
C 7.05 -4.85 2.16
C 8.37 -4.11 2.27
O 3.74 -3.77 2.94
C 3.90 -3.57 4.34
C 2.91 -2.54 4.84
H 5.11 -0.60 0.89
H 4.87 0.22 2.42
H 2.73 -1.48 1.04
H 2.81 0.30 1.00
H 2.52 -0.56 2.53
H 6.81 -5.10 1.13
H 7.11 -5.79 2.72
H 8.32 -3.12 1.81
H 9.18 -4.68 1.80
H 8.63 -3.95 3.32
H 4.92 -3.28 4.62
H 3.69 -4.53 4.82
H 3.22 -1.53 4.55
H 2.85 -2.55 5.94
H 1.92 -2.70 4.42
*
```

SMILES	CCCNP(CCCS)C[C@H](C)F.CCOP(=O)(OCC)OCC.CCOP(=O)(OCC)OCC
frontier orbital gap	5.115	eV

Results of the Löwdin charge analysis, in e, for atoms 1 through 6: -0.16 -0.24 -0.29 -0.29 0.90 -0.39

---

Record 4
The following is a quantum chemistry calculation of a 7-piece molecular cluster, C21H51NO14 overall, from the Open Molecules 2025 dataset.

Structure (ORCA input):
```
! RIJCOSX wB97M-V def2-TZVPD def2/J DEFGRID3
* xyz 0 1
C 0.82 4.30 -6.32
C 1.83 4.68 -5.24
O 1.94 3.63 -4.30
C 2.24 3.84 -3.02
O 2.57 2.93 -2.32
O 2.00 5.08 -2.65
C 2.21 5.40 -1.28
H 1.17 3.57 -7.05
H 0.53 5.20 -6.88
H -0.15 4.01 -5.90
H 1.52 5.63 -4.81
H 2.76 4.94 -5.77
H 1.79 6.39 -1.12
H 3.27 5.47 -1.04
H 1.73 4.67 -0.63
C 0.53 0.79 -4.87
C 0.02 0.84 -3.45
O -1.41 0.69 -3.37
C -2.17 1.68 -3.79
O -1.80 2.66 -4.39
O -3.42 1.42 -3.46
C -4.48 2.18 -4.04
H 1.54 0.37 -4.80
H 0.56 1.73 -5.41
H 0.02 0.05 -5.50
H 0.30 1.78 -2.97
H 0.48 0.09 -2.81
H -4.39 2.16 -5.13
H -4.33 3.22 -3.72
H -5.43 1.78 -3.72
C 4.18 -1.59 7.85
C 4.63 -1.55 6.40
O 3.52 -1.21 5.56
C 3.75 -1.07 4.27
O 4.83 -1.00 3.75
O 2.59 -1.00 3.66
C 2.64 -0.89 2.24
H 3.30 -2.22 7.99
H 3.85 -0.59 8.18
H 5.02 -1.83 8.49
H 5.11 -2.46 6.04
H 5.34 -0.73 6.28
H 1.71 -0.50 1.82
H 2.86 -1.83 1.74
H 3.35 -0.09 2.01
C -2.75 -7.97 1.83
O -3.04 -6.68 2.35
C -2.11 -6.21 3.28
C -2.38 -4.77 3.66
N -1.98 -3.85 2.60
C -2.26 -2.47 2.97
C -1.83 -1.54 1.86
O -2.57 -1.90 0.71
C -1.97 -1.47 -0.49
H -1.80 -7.99 1.28
H -3.59 -8.17 1.17
H -2.69 -8.67 2.67
H -1.06 -6.32 2.95
H -2.14 -6.90 4.14
H -1.81 -4.50 4.55
H -3.45 -4.64 3.86
H -2.54 -4.06 1.78
H -1.84 -2.26 3.95
H -3.35 -2.34 3.09
H -0.77 -1.67 1.63
H -2.01 -0.49 2.09
H -1.06 -2.05 -0.70
H -1.76 -0.40 -0.43
H -2.66 -1.65 -1.31
C -3.67 3.05 0.46
O -5.09 3.09 0.29
H -3.18 2.87 -0.50
H -3.47 3.99 0.97
H -3.35 2.29 1.18
H -5.39 2.22 -0.01
C 3.35 -0.23 -1.05
O 2.94 0.97 -0.42
H 2.72 -1.07 -0.76
H 3.33 -0.11 -2.14
H 4.34 -0.57 -0.73
H 3.13 1.70 -1.04
C -0.50 1.55 -0.46
O 0.23 0.45 0.04
H -1.10 1.28 -1.33
H -1.16 1.94 0.31
H 0.18 2.36 -0.78
H 1.18 0.60 -0.08
*
```

SMILES	CCOC(=O)OC.CCOC(=O)OC.CCOC(=O)OC.COCCNCCOC.CO.CO.CO
frontier orbital gap	8.918	eV
relative energy (zero: lowest compared OMol25 entry of this formula, charge and spin)	0.000	eV

Results of the Löwdin charge analysis, in e, for atoms 1 through 6: -0.07 -0.21 0.05 -0.59 0.13 0.01

---

Record 5
The following is a quantum chemistry calculation of C21H52BI2N3O2P as an isolated structure, from the Open Molecules 2025 dataset.

Structure (ORCA input):
```
! RIJCOSX wB97M-V def2-TZVPD def2/J DEFGRID3
* xyz 1 1
C -2.66 1.18 -2.27
C -2.87 -0.07 -3.09
I -4.81 -0.73 -3.19
C -1.86 -0.70 -3.72
I -2.03 -2.44 -4.85
P -0.19 -0.10 -3.61
B 0.07 1.84 -3.97
O 0.00 2.31 -5.23
O 0.32 2.67 -2.94
H -1.78 1.10 -1.62
H -2.52 2.04 -2.94
H -3.53 1.40 -1.66
H 0.56 -0.82 -4.53
H 0.41 -0.38 -2.37
H -0.46 1.80 -5.90
H 0.68 2.28 -2.14
C -10.79 3.77 -5.09
C -9.73 2.73 -5.42
N -9.19 2.07 -4.24
C -8.01 1.28 -4.51
C -8.14 0.05 -5.42
C -10.17 1.46 -3.35
C -11.10 0.39 -3.93
H -10.40 4.51 -4.39
H -11.09 4.29 -6.00
H -11.68 3.33 -4.66
H -8.89 3.23 -5.91
H -10.15 2.02 -6.15
H -7.59 0.97 -3.55
H -7.27 1.95 -4.96
H -8.63 -0.79 -4.91
H -7.15 -0.29 -5.73
H -8.71 0.26 -6.32
H -10.79 2.26 -2.94
H -9.63 1.05 -2.50
H -11.48 0.68 -4.91
H -11.96 0.25 -3.27
H -10.61 -0.58 -4.03
C 5.54 -1.21 2.05
C 4.77 -1.63 0.81
N 3.61 -0.78 0.55
C 2.72 -1.32 -0.45
C 3.23 -1.43 -1.90
C 3.87 0.64 0.48
C 4.86 1.15 -0.58
H 4.89 -1.19 2.92
H 6.35 -1.92 2.23
H 6.00 -0.23 1.94
H 4.40 -2.64 0.95
H 5.47 -1.67 -0.05
H 1.81 -0.72 -0.44
H 2.42 -2.32 -0.12
H 3.28 -0.46 -2.39
H 2.55 -2.07 -2.48
H 4.22 -1.89 -1.96
H 4.21 0.97 1.46
H 2.90 1.14 0.34
H 5.75 0.52 -0.62
H 5.19 2.16 -0.33
H 4.43 1.19 -1.58
C 5.76 0.44 5.63
C 5.85 -0.23 7.00
N 5.65 -1.66 6.95
C 5.47 -2.26 8.26
C 6.66 -2.23 9.23
C 6.50 -2.39 6.02
C 8.02 -2.28 6.20
H 4.80 0.21 5.16
H 5.83 1.52 5.74
H 6.55 0.11 4.96
H 5.07 0.19 7.64
H 6.81 0.06 7.46
H 5.16 -3.30 8.11
H 4.62 -1.76 8.73
H 7.43 -2.95 8.97
H 6.31 -2.49 10.24
H 7.11 -1.24 9.29
H 6.25 -2.06 5.01
H 6.21 -3.44 6.07
H 8.33 -1.25 6.40
H 8.53 -2.60 5.29
H 8.39 -2.90 7.02
*
```

frontier orbital gap	5.341	eV

Results of the Löwdin charge analysis, in e, for atoms 1 through 6: -0.15 -0.91 1.05 -1.06 0.92 1.05

---

no.,LUMO (hartree),E_HOMO (eV)
1,0.0158,-8.02
2,0.0079,-10.56
3,-0.0913,-7.60
4,0.0188,-8.41
5,-0.1457,-9.31